{"formula": "H20O10", "method": "ωB97M-V/def2-TZVPD", "spin_multiplicity": 1, "e_lumo_ev": -0.53, "smiles": "O.O.O.O.O.O.O.O.O.O", "e_homo_ev": -10.25, "symbols": ["O", "H", "H", "O", "H", "H", "O", "H", "H", "O", "H", "H", "O", "H", "H", "O", "H", "H", "O", "H", "H", "O", "H", "H", "O", "H", "H", "O", "H", "H"], "positions_angstrom": [[-0.035376, 0.274999, 1.603237], [0.094763, -0.616677, 1.945245], [-0.487699, 0.140147, 0.762875], [-0.132147, 3.255092, -1.359174], [0.111680, 3.769674, -0.581522], [0.048753, 3.846867, -2.098138], [-3.576680, 3.255546, -0.678063], [-3.684523, 2.438431, -0.178380], [-3.980013, 3.063163, -1.532055], [2.685078, 2.146882, 2.734425], [2.161526, 1.393141, 3.028974], [2.046418, 2.717684, 2.292510], [-0.318877, -1.425597, 4.830896], [-0.726419, -2.133838, 4.319727], [0.282809, -1.002927, 4.207747], [0.816647, -0.597470, -1.382119], [0.962594, -1.547112, -1.305518], [0.103742, -0.418720, -0.758577], [2.720145, -1.189629, 0.574759], [3.430130, -1.538179, 1.125598], [2.198059, -0.649810, 1.178922], [-1.164043, -3.015813, -2.264880], [-1.326253, -2.637942, -1.393162], [-1.631121, -3.858701, -2.245713], [-0.272605, 1.598270, -3.651782], [-0.643320, 2.486758, -3.605428], [-0.993874, 1.027860, -3.363003], [-0.436705, -4.021062, -0.579717], [-0.709982, -4.372666, 0.275083], [0.459241, -4.356894, -0.695849]], "atomic_forces_ev_per_a": [[0.0836, -0.1880, 0.2039], [-0.1692, -0.0097, -0.1047], [-0.0024, 0.2639, 0.2460], [0.0521, 0.2457, 0.1863], [-0.1044, -0.0127, -0.0610], [0.1192, -0.0790, 0.1375], [-0.1555, -0.1718, -0.0375], [0.0419, 0.1180, -0.0070], [0.0576, 0.0741, 0.0614], [-0.0914, -0.0694, 0.0674], [0.0039, 0.1726, -0.0628], [0.0635, -0.1033, -0.0090], [0.0608, -0.0826, -0.2901], [-0.0355, 0.0113, 0.1477], [-0.0343, 0.0659, 0.2220], [-0.4031, 0.0113, -0.0065], [0.0847, 0.0224, -0.0356], [0.2777, -0.0328, -0.4365], [0.0939, -0.3896, 0.4261], [0.0540, 0.0412, -0.0680], [0.0394, 0.3045, -0.3051], [-1.5236, 1.7353, -2.6029], [0.0671, -0.1538, -0.6382], [0.1955, 0.3153, -0.0150], [-0.2306, 0.1012, -0.3436], [-0.0048, -0.2364, 0.0138], [0.2098, -0.0368, 0.0437], [0.9999, -1.7333, 3.0834], [0.1894, -0.2369, 0.2778], [0.0612, 0.0532, -0.0937]], "nbo_charge": [-0.926, 0.458, 0.467, -0.930, 0.467, 0.463, -0.931, 0.465, 0.466, -0.933, 0.461, 0.472, -0.920, 0.464, 0.458, -0.897, 0.474, 0.423, -0.933, 0.464, 0.468, -0.928, 0.466, 0.467, -0.920, 0.453, 0.468, -0.954, 0.461, 0.488]}

{"formula": "C5H12O2", "method": "ωB97M-V/def2-TZVPD", "spin_multiplicity": 1, "e_lumo_ev": 0.82, "smiles": "C=C(C)CO.CO", "e_homo_ev": -9.42, "symbols": ["C", "C", "C", "C", "O", "H", "H", "H", "H", "H", "H", "H", "H", "C", "O", "H", "H", "H", "H"], "positions_angstrom": [[0.896009, 1.010015, -0.157918], [1.016646, -0.152098, 0.487007], [1.927749, -1.254668, 0.013939], [0.278918, -0.367199, 1.801911], [-0.807055, 0.497874, 2.006343], [1.385615, 1.199570, -1.111411], [0.282133, 1.804670, 0.260353], [1.502888, -2.252702, 0.173653], [2.872591, -1.206739, 0.567680], [2.162079, -1.147859, -1.050019], [-0.017009, -1.428133, 1.888480], [0.982734, -0.173769, 2.621353], [-1.387327, 0.428953, 1.226712], [-2.260153, 0.360854, -1.891556], [-1.610085, 0.160502, -0.656024], [-1.608343, 0.162728, -2.750384], [-3.122780, -0.303874, -1.938314], [-2.627257, 1.390983, -1.974346], [-0.699679, -0.154761, -0.759800]], "atomic_forces_ev_per_a": [[0.3225, -0.0042, 0.1590], [0.2196, 0.3133, 0.0670], [0.0410, -0.0179, 0.0070], [0.3320, -0.1764, 0.0158], [-0.1517, -0.0052, -0.1311], [0.0467, -0.0734, 0.1846], [0.0994, -0.1854, -0.1601], [0.0085, 0.1845, 0.0127], [-0.0911, -0.1040, -0.0501], [-0.0055, 0.0236, 0.1693], [0.0045, 0.1992, -0.1017], [-0.0564, -0.1080, -0.0510], [0.0838, 0.0639, 0.1935], [-0.2655, -0.0185, -0.2627], [-0.3048, -0.2187, 0.0813], [-0.0564, -0.0069, 0.1691], [-0.0499, -0.0331, -0.1966], [0.1476, -0.1178, 0.1015], [-0.3242, 0.2849, -0.2074]], "nbo_charge": [-0.421, -0.036, -0.650, -0.097, -0.726, 0.199, 0.226, 0.215, 0.225, 0.219, 0.162, 0.192, 0.496, -0.244, -0.775, 0.169, 0.173, 0.173, 0.501]}

The records above yield ΔE to the lowest compared entry with this formula, charge and spin values of 121.56 44.41 kcal per mole, respectively.
The records above yield gap between HOMO and LUMO values of 9.72 10.24 eV, respectively.